(1)
C28H58IN4O12P3S | ωB97M-V/def2-TZVPD

Computed properties:
Kohn-Sham gap: 7.792 eV
E_HOMO: -8.54 eV
Calculated total energy: -3943.63050 Eh

```
107
C28H58IN4O12P3S, DFT ωB97M-V/def2-TZVPD
C 1.5973 8.7118 -0.9040
C 1.7873 7.2207 -0.5959
C 3.0876 6.7601 -0.0936
I 4.5694 8.2586 0.1501
C 3.3613 5.4556 0.2132
C 4.6810 4.8588 0.7023
C 5.9378 5.1644 -0.1595
C 5.7160 5.0430 -1.6986
N 6.1883 6.2052 -2.4765
C 2.2611 4.5393 0.0599
N 2.2825 3.2176 0.3353
S 0.7957 2.7129 0.0130
N 0.0262 4.0265 -0.5305
C 0.9734 4.9806 -0.4305
C 0.7513 6.3472 -0.7834
N -0.5051 6.7847 -1.3053
H 0.5177 8.8899 -0.9901
H 1.9503 9.2828 -0.0350
H 2.1188 9.0073 -1.8234
H 4.5524 3.7650 0.6495
H 4.8581 5.0664 1.7718
H 6.4175 6.1212 0.0724
H 6.6803 4.3932 0.1128
H 4.6783 4.8308 -1.9910
H 6.3127 4.1833 -2.0530
H 5.4158 6.8012 -2.7435
H 6.8801 6.7346 -1.9618
H -0.8667 5.9826 -1.8267
H -0.2687 7.4485 -2.0410
O -4.8157 -1.4273 -0.0238
P -3.9706 -1.4652 1.2052
O -2.7683 -2.5085 0.7913
C -2.2135 -2.5208 -0.5220
C -0.8236 -1.9119 -0.5168
O -4.8776 -2.4408 2.1533
C -6.2915 -2.5260 1.9781
C -6.6455 -3.8080 1.2542
O -3.1905 -1.0009 2.5809
C -2.0696 -0.1228 2.4720
C -2.3804 1.1240 1.6709
H -2.8382 -1.9923 -1.2398
H -2.1545 -3.5644 -0.8379
H -0.8732 -0.8419 -0.2948
H -0.3451 -2.0342 -1.4898
H -0.1975 -2.3764 0.2472
H -6.6802 -1.6535 1.4532
H -6.7410 -2.5305 2.9740
H -6.1452 -3.8645 0.2868
H -7.7229 -3.8816 1.0952
H -6.3163 -4.6733 1.8322
H -1.2178 -0.6631 2.0510
H -1.7906 0.1613 3.4881
H -2.6204 0.8767 0.6292
H -1.5238 1.8004 1.6707
H -3.2428 1.6458 2.0886
O 0.9958 -3.6982 5.5067
P 0.9442 -2.3225 6.0817
O 1.2271 -2.5869 7.6815
C 2.1600 -3.5702 8.1210
C 3.4177 -2.9117 8.6569
O -0.6684 -2.0740 6.0993
C -1.5264 -2.7411 5.1680
C -2.2439 -3.8809 5.8577
O 1.1073 -0.6880 6.2512
C 2.4128 -0.1334 6.4185
C 3.3821 -0.5824 5.3441
H 2.4211 -4.2726 7.3290
H 1.6746 -4.1374 8.9180
H 3.9667 -2.4174 7.8509
H 4.0777 -3.6521 9.1113
H 3.1732 -2.1519 9.4010
H -0.9730 -3.0861 4.2946
H -2.2582 -2.0106 4.8177
H -1.5349 -4.5895 6.2884
H -2.8905 -4.4136 5.1584
H -2.8526 -3.5028 6.6811
H 2.7877 -0.3722 7.4165
H 2.3002 0.9508 6.3742
H 3.5509 -1.6649 5.3914
H 4.3449 -0.0846 5.4635
H 2.9880 -0.3562 4.3520
O -2.9240 -2.1907 -7.1688
P -1.4950 -2.1699 -6.7415
O -1.2211 -3.7342 -6.3113
C -1.7890 -4.8191 -7.0409
C -0.7265 -5.5234 -7.8640
O -1.6430 -1.4774 -5.2692
C -2.7291 -0.5970 -4.9766
C -3.7655 -1.3167 -4.1406
O 0.1085 -1.7920 -6.6589
C 0.9819 -2.2372 -7.6981
C 0.4906 -1.8559 -9.0794
H -2.6038 -4.4969 -7.6897
H -2.2057 -5.5134 -6.3083
H -0.3649 -4.8720 -8.6642
H -1.1290 -6.4287 -8.3207
H 0.1320 -5.7907 -7.2459
H -3.1668 -0.1888 -5.8874
H -2.3200 0.2437 -4.4105
H -4.1363 -2.2078 -4.6486
H -4.6124 -0.6647 -3.9206
H -3.3284 -1.6503 -3.2003
H 1.1322 -3.3160 -7.6139
H 1.9495 -1.7680 -7.5156
H -0.4615 -2.3487 -9.3103
H 1.2158 -2.1489 -9.8390
H 0.3256 -0.7793 -9.1449
```

---

(2)
C28H59AlBCl22O5 | ωB97M-V/def2-TZVPD

Computed properties:
Charge: -1
Kohn-Sham gap: 6.941 eV
E_HOMO: -5.51 eV
Calculated total energy: -11870.22179 Eh

```
116
C28H59AlBCl22O5, DFT ωB97M-V/def2-TZVPD
C 3.5856 1.0880 5.8867
C 2.4212 0.0445 5.2933
C 1.4525 -0.3046 6.5808
C 2.3207 -1.2669 7.5846
C -0.0340 -0.8706 6.1848
C -0.2216 -1.9092 4.9306
O -1.3834 -1.4173 4.1298
Al -2.3717 -0.0783 5.0118
O -3.8780 -0.5331 6.0480
B -4.4407 0.6792 6.7408
O -4.9679 0.5714 8.1457
O -4.5665 2.0141 6.1068
O -0.8563 0.3467 6.1070
H 3.1493 1.8323 6.6936
H 4.0875 1.7311 5.0473
H 4.4292 0.4278 6.4108
H 2.9768 -0.8975 4.8752
H 1.8755 0.5956 4.4113
H 1.2824 0.7332 7.1441
H 3.3870 -1.5025 7.1023
H 2.5717 -0.6847 8.5947
H 1.7560 -2.2440 7.9172
H -0.3560 -1.4917 7.1227
H -0.6850 -2.8767 5.4155
H 0.7142 -2.3265 4.3646
H -2.7942 0.9816 3.8974
H -4.5905 -0.2389 8.5997
H -3.6554 2.4032 5.8973
Cl 3.2636 -1.7847 1.7736
C 1.7604 -1.3659 0.9150
C 1.5944 0.1360 0.7463
Cl 1.2918 0.9573 2.2981
H 0.9219 -1.8051 1.4641
H 1.8127 -1.8460 -0.0668
H 0.7334 0.3452 0.1052
H 2.4785 0.5906 0.2886
Cl 3.4560 -4.7210 0.7960
C 1.8235 -5.3525 0.4668
C 1.5074 -5.3807 -1.0201
Cl 1.3384 -3.7437 -1.7026
H 1.1045 -4.7409 1.0204
H 1.7894 -6.3681 0.8726
H 0.5556 -5.8926 -1.1883
H 2.2818 -5.9064 -1.5873
Cl 0.7527 4.5100 1.0467
C -0.9069 4.7527 0.4474
C -1.8192 3.5869 0.7940
Cl -1.3904 2.1081 -0.1024
H -0.8571 4.9184 -0.6331
H -1.2812 5.6685 0.9149
H -2.8514 3.8301 0.5264
H -1.7899 3.3558 1.8634
Cl -2.3091 -8.4806 4.5951
C -1.8677 -7.1118 5.6457
C -1.9433 -5.7799 4.9163
Cl -0.6783 -5.6223 3.6717
H -0.8650 -7.2978 6.0427
H -2.5713 -7.1164 6.4836
H -1.7940 -4.9594 5.6239
H -2.9148 -5.6398 4.4322
Cl 1.0149 -0.4905 -2.9432
C 2.4874 -1.0823 -3.7516
C 2.4207 -0.9150 -5.2613
Cl 1.2157 -1.9963 -6.0049
H 2.6334 -2.1291 -3.4680
H 3.3236 -0.5017 -3.3506
H 3.3877 -1.1664 -5.7064
H 2.1732 0.1132 -5.5427
Cl 4.0985 4.6898 -7.2104
C 3.4683 3.1172 -7.7599
C 2.2937 2.6433 -6.9189
Cl 2.7852 2.2068 -5.2630
H 4.2920 2.3969 -7.7444
H 3.1515 3.2489 -8.7989
H 1.8551 1.7460 -7.3649
H 1.5124 3.4066 -6.8508
Cl 6.0575 4.4315 -1.5540
C 4.7535 5.2924 -2.4086
C 3.4593 5.3130 -1.6109
Cl 2.7201 3.6967 -1.4873
H 4.6173 4.8191 -3.3859
H 5.1045 6.3158 -2.5726
H 2.7276 5.9578 -2.1059
H 3.6168 5.6925 -0.5965
Cl -5.0692 -2.7454 -5.2765
C -3.4368 -2.4440 -5.9218
C -2.5082 -1.8436 -4.8783
Cl -2.9711 -0.1786 -4.4450
H -3.5322 -1.7951 -6.7978
H -3.0451 -3.4097 -6.2552
H -1.4887 -1.7957 -5.2713
H -2.4922 -2.4408 -3.9613
Cl 2.0896 6.2201 -9.8683
C 2.5310 7.5889 -8.8177
C 2.4554 8.9208 -9.5471
Cl 3.7204 9.0784 -10.7917
H 3.5337 7.4030 -8.4207
H 1.8274 7.5843 -7.9798
H 2.6047 9.7413 -8.8395
H 1.4839 9.0610 -10.0312
Cl -3.6104 -7.6519 -2.1283
C -3.1690 -6.2831 -1.0777
C -3.2446 -4.9512 -1.8071
Cl -1.9796 -4.7936 -3.0517
H -2.1663 -6.4690 -0.6807
H -3.8726 -6.2877 -0.2398
H -3.0953 -4.1307 -1.0995
H -4.2161 -4.8110 -2.2912
Cl -4.0825 1.6627 1.8187
C -5.7223 1.6092 2.5117
C -6.7385 1.0317 1.5393
Cl -7.0337 2.1132 0.1546
H -5.9929 2.6228 2.8230
H -5.6673 0.9820 3.4066
H -7.6994 0.8947 2.0433
H -6.4171 0.0611 1.1491
```

---

> What is the calculated total energy in the second record?

-11870.22179 Eh

---

> Which of these has the highest Kohn-Sham gap?

C28H58IN4O12P3S

---

> The highest E_HOMO belongs to which entry?

C28H59AlBCl22O5